The following is a DFT calculation (ωB97M-V/def2-TZVPD) of C17H19HgNS as an isolated structure.

Each line ends with the natural charge from an NBO analysis.
Element x y z (Å)
C 0.108146 0.093570 -3.692602  -0.212
C -2.672875 -2.012541 -3.673094  -0.168
C 0.849257 -0.802048 -3.057043  -0.173
H 0.606711 1.035403 -4.046486  0.207
C -2.267453 -2.504708 -2.506475  -0.203
H -3.491155 -2.487115 -4.197656  0.199
H 1.936856 -0.808530 -3.140540  0.204
H -2.823593 -3.366005 -2.157150  0.202
C 0.330276 -2.017159 -2.330825  -0.443
H 1.038455 -2.454911 -1.615002  0.215
H 0.327992 -2.744623 -3.156124  0.221
C -1.398394 0.221576 -3.544938  -0.444
H -1.707464 1.265375 -3.819017  0.212
H -1.705738 0.062588 -2.506797  0.214
C -2.132194 -0.831815 -4.419038  -0.448
H -1.501378 -1.077063 -5.292959  0.221
H -3.012757 -0.283271 -4.794276  0.213
C -1.117534 -2.076167 -1.674297  -0.455
H -1.005262 -2.944286 -1.013881  0.218
H -1.336863 -1.183123 -1.071740  0.218
Hg 0.019009 2.378536 0.771497  1.039
H 1.444339 1.760104 0.465601  -0.347
S -0.399789 2.019020 5.293370  0.426
C -1.904778 2.637005 4.709878  -0.415
C -1.883620 2.789181 3.329709  -0.281
C -0.641698 2.450391 2.755956  -0.519
C 0.161320 1.806580 3.678608  -0.303
C 1.437756 1.171763 3.448725  0.172
C 2.362142 0.848793 4.461905  -0.237
C 3.539051 0.173521 4.160154  -0.163
C 3.772449 -0.221316 2.822493  -0.263
C 2.819812 0.108104 1.849620  0.048
N 1.728669 0.797613 2.152093  -0.485
H -2.682799 3.023147 5.356506  0.238
H -2.730805 3.071991 2.695800  0.222
H 2.087686 1.122107 5.506175  0.221
H 4.261965 -0.071451 4.945140  0.224
H 4.655360 -0.753947 2.505836  0.220
H 2.928900 -0.196290 0.800875  0.204

Cartesian forces, eV/Å:
0.253 2.258 1.171
0.415 -0.007 -0.363
0.096 -0.553 0.343
-0.280 -1.277 -0.236
-0.637 0.173 -1.151
-0.159 -0.252 0.147
-0.175 0.349 -0.052
0.008 -0.020 0.199
-1.006 -0.559 -0.726
-0.003 0.625 -0.063
-0.183 -0.381 0.290
0.207 0.034 -0.474
0.253 -1.016 0.106
0.083 0.297 -0.268
-0.441 1.419 0.076
-0.381 -0.172 0.331
0.158 -0.429 -0.274
1.565 -0.625 0.490
0.049 0.525 0.490
0.189 -0.370 0.001
-0.120 0.160 0.476
0.998 0.167 -2.439
-1.156 -0.117 -0.173
0.083 0.677 -0.917
-0.239 0.198 1.017
-1.119 -1.276 0.186
0.258 1.381 -0.058
2.143 -1.442 -1.315
-0.722 0.351 0.616
0.037 -0.297 -0.923
-0.462 0.406 0.330
0.167 0.223 0.999
-0.668 -0.277 1.911
0.135 -0.408 0.155
0.260 0.244 0.649
0.543 -0.246 -0.843
-0.315 0.119 -0.323
0.137 -0.103 0.239
0.029 0.221 0.380

Calculated values
E_HOMO: -7.939 eV
orbital gap: 7.77 eV
molar mass: 470.00 u



The following is a DFT calculation (ωB97M-V/def2-TZVPD) of a 2-piece molecular cluster, C20H29N3O4 overall.

Each line ends with the natural charge from an NBO analysis.
Element x y z (Å)
C 6.198392 0.014913 -5.420239  -0.601
C 5.181181 -1.124273 -5.374372  -0.387
C 4.232757 -0.986356 -4.173766  -0.395
C 3.265011 -2.179413 -4.125333  -0.368
C 2.625069 -2.376359 -2.728350  -0.334
C 2.230649 -3.845977 -2.531411  0.808
O 1.616126 -4.426083 -3.414011  -0.612
O 2.613090 -4.448085 -1.381631  -0.675
C 1.399426 -1.526957 -2.445884  -0.105
C 0.421315 -1.117989 -3.322747  -0.009
N -0.572019 -0.468985 -2.593563  -0.533
C -0.254873 -0.470431 -1.244453  0.123
C -0.932612 0.009731 -0.121881  -0.242
C -0.353713 -0.157539 1.144059  -0.218
C 0.888857 -0.791685 1.277692  -0.224
C 1.556151 -1.275747 0.145682  -0.211
C 0.973935 -1.109467 -1.114936  -0.028
H 5.689164 0.980104 -5.503099  0.201
H 6.857625 -0.104711 -6.285578  0.208
H 6.812243 0.018798 -4.514175  0.201
H 5.722270 -2.074033 -5.311510  0.194
H 4.599617 -1.127923 -6.302188  0.195
H 3.665443 -0.051915 -4.236773  0.204
H 4.832076 -0.954118 -3.258120  0.193
H 3.836442 -3.083845 -4.362160  0.209
H 2.498432 -2.077796 -4.899193  0.209
H 3.384592 -2.144652 -1.977628  0.223
H 2.251014 -5.344731 -1.439626  0.497
H 0.405831 -1.313096 -4.391305  0.225
H -1.429244 -0.082981 -2.984502  0.414
H -1.895759 0.496750 -0.231806  0.209
H -0.867658 0.190877 2.030860  0.198
H 1.329442 -0.923309 2.261468  0.215
H 2.507299 -1.788530 0.248290  0.217
C -6.510491 2.624129 3.131341  -0.412
N -5.138906 2.242998 3.461948  -0.609
C -4.087369 3.073061 3.397545  0.649
O -4.214573 4.233197 3.027202  -0.635
C -2.690553 2.525542 3.777825  -0.129
C -1.642013 2.827680 2.699029  -0.604
N -2.687831 1.080241 4.035600  -0.626
C -3.024672 0.462661 5.166247  0.667
C -3.351430 1.268452 6.407931  -0.719
O -3.094712 -0.753094 5.196797  -0.626
H -6.854715 3.398725 3.819267  0.208
H -7.171151 1.759449 3.205061  0.209
H -6.546931 3.021181 2.114742  0.212
H -4.967369 1.292521 3.752417  0.405
H -2.383450 3.051309 4.682264  0.226
H -1.942573 2.387356 1.747862  0.208
H -0.669425 2.434090 2.995609  0.220
H -1.553466 3.907072 2.570133  0.244
H -2.469566 0.469500 3.264648  0.408
H -3.642189 0.583031 7.203365  0.249
H -2.470594 1.826046 6.720002  0.228
H -4.173593 1.950666 6.205357  0.226

Cartesian forces, eV/Å:
-0.063 -0.136 -0.186
-0.017 0.520 0.287
-0.139 -0.505 -0.396
0.103 -0.008 0.486
-0.076 -0.114 0.365
-0.665 -0.151 -1.740
0.629 0.196 1.344
-0.182 0.525 -0.495
-0.220 0.141 -0.001
0.673 -0.294 1.154
-0.601 0.209 -0.489
-0.199 0.118 -0.189
-0.057 0.116 0.509
-0.122 -0.095 -0.992
0.377 -0.317 -0.669
-0.336 0.265 0.675
0.894 -0.611 -0.382
0.125 -0.054 0.028
-0.006 0.129 0.136
-0.045 0.062 -0.103
-0.165 -0.015 -0.014
0.032 -0.113 0.044
0.135 0.005 0.048
-0.057 0.025 0.004
-0.123 0.053 -0.015
0.060 -0.112 0.114
-0.017 0.064 0.039
0.015 -0.094 0.079
-0.401 0.313 0.309
0.592 -0.260 0.213
0.019 -0.004 0.059
0.069 0.003 -0.145
-0.070 0.018 -0.134
-0.084 0.049 0.009
0.428 0.331 -0.010
-0.266 -1.135 0.308
0.102 0.927 -0.581
0.261 -0.179 0.224
0.067 -0.582 -0.099
-0.415 0.361 0.158
0.271 1.630 -0.903
-0.563 -1.093 1.366
0.142 -0.017 -0.268
0.052 -0.450 0.012
-0.043 -0.013 -0.102
0.236 0.027 0.033
-0.050 0.008 0.103
-0.046 0.103 -0.100
-0.138 -0.039 0.100
0.092 -0.001 -0.054
-0.093 -0.045 0.003
-0.088 -0.113 -0.077
-0.077 -0.107 -0.015
0.078 0.013 -0.207
-0.036 0.209 0.082
0.006 0.236 0.072

Calculated values
E_HOMO: -8.080 eV
SMILES: CCCC[C@H](C(=O)O)c1c[nH]c2ccccc12.CNC(=O)[C@H](C)NC(C)=O
orbital gap: 8.67 eV
energy relative to the best compared isomer or geometry (same formula, charge and spin): 35.6 kJ/mol
molar mass: 375.47 u



The following is a DFT calculation (ωB97M-V/def2-TZVPD) of C31H23Cl5NOP2Ru as an isolated structure.

Each line ends with the natural charge from an NBO analysis.
Element x y z (Å)
Ru -1.582339 -1.521467 1.316114  1.080
Cl -5.342395 -3.979861 -4.055021  0.180
C -4.050727 -3.284957 -3.201511  -0.074
C -3.723835 -3.759743 -1.908684  -0.058
Cl -4.632909 -5.005508 -1.187263  0.163
C -2.649147 -3.182980 -1.225569  -0.156
Cl -2.336057 -3.627163 0.410926  0.170
C -1.867521 -2.180451 -1.822948  0.302
O -0.760077 -1.754697 -1.117665  -0.841
C -2.258865 -1.643331 -3.046030  -0.143
Cl -1.464456 -0.235028 -3.606549  0.136
C -3.332006 -2.203527 -3.757015  -0.040
Cl -3.760500 -1.578617 -5.280420  0.171
C 2.096240 -1.738439 0.085940  -0.460
N 1.104094 -0.641445 0.239465  -1.096
P 0.156428 -0.404958 -1.125456  2.126
C 1.339225 -0.420743 -2.484351  -0.515
C 2.271796 0.609340 -2.583325  -0.122
C 3.232015 0.565600 -3.581149  -0.199
C 3.269743 -0.504284 -4.462977  -0.121
C 2.344617 -1.533415 -4.353817  -0.181
C 1.375911 -1.502161 -3.367913  -0.169
C -0.962068 0.972180 -0.733228  -0.366
C -0.507680 2.271035 -0.927610  -0.201
C -1.313160 3.346488 -0.590369  -0.151
C -2.577603 3.128759 -0.065254  -0.149
C -3.050699 1.833505 0.098596  -0.165
C -2.253732 0.747161 -0.231039  -0.272
P 0.647500 -0.724928 1.963704  1.115
C 2.176609 -0.067424 2.707681  -0.406
C 2.933347 0.889775 2.026891  -0.227
C 4.061433 1.410406 2.631899  -0.171
C 4.442897 0.973914 3.899371  -0.137
C 3.689184 0.017921 4.570134  -0.194
C 2.548136 -0.501520 3.979188  -0.119
C -0.548492 0.609339 2.452821  -0.290
C -0.348277 1.974088 2.270670  -0.222
C -1.269079 2.875923 2.779774  -0.133
C -2.398562 2.430494 3.455481  -0.156
C -2.608154 1.072923 3.660842  -0.149
C -1.683703 0.154715 3.175117  -0.354
H 2.513987 -1.738451 -0.918893  0.259
H 1.642964 -2.715296 0.279225  0.212
H 2.912885 -1.580636 0.790779  0.256
H 2.271081 1.426293 -1.879212  0.210
H 3.951230 1.364685 -3.667086  0.254
H 4.031393 -0.540375 -5.226387  0.258
H 2.377380 -2.364028 -5.041542  0.256
H 0.672492 -2.319825 -3.276840  0.226
H 0.470617 2.444782 -1.351718  0.240
H -0.953617 4.351092 -0.739938  0.259
H -3.206517 3.963074 0.202736  0.261
H -4.053524 1.675304 0.462489  0.254
H -2.710317 -0.262062 -0.186581  0.194
H 2.640256 1.215842 1.038643  0.217
H 4.644780 2.160856 2.117757  0.246
H 5.331959 1.378806 4.357884  0.254
H 3.994120 -0.331958 5.543551  0.255
H 1.960243 -1.249690 4.490393  0.223
H 0.533648 2.330544 1.758156  0.244
H -1.090002 3.936327 2.665760  0.255
H -3.111383 3.143346 3.840785  0.262
H -3.468408 0.732483 4.219477  0.261
H -1.762402 -0.908032 3.511112  0.238

Cartesian forces, eV/Å:
-0.017 0.464 0.656
0.095 0.025 0.062
0.353 0.199 0.230
0.025 0.266 -0.270
0.084 0.092 0.008
-0.065 0.540 -1.245
-0.015 -0.811 0.411
-0.966 -0.318 -0.474
0.045 0.348 0.527
-0.081 -0.275 0.273
-0.313 0.024 -0.445
-0.158 -0.366 0.275
0.069 -0.030 0.213
0.574 -0.348 -0.025
-0.689 0.241 -0.204
0.858 0.379 0.684
-0.507 0.051 0.332
-0.003 0.033 0.072
-0.040 0.013 0.039
-0.019 0.079 0.095
-0.071 -0.117 0.018
-0.033 -0.017 0.104
0.430 -0.539 -0.422
0.089 -0.135 -0.058
-0.099 -0.025 -0.019
0.077 -0.116 -0.170
-0.080 -0.154 0.105
0.106 -0.209 -0.119
0.489 1.499 -0.419
0.048 -0.601 0.289
-0.222 -0.106 -0.090
-0.009 0.009 0.165
-0.167 -0.101 -0.062
0.060 0.163 -0.111
-0.104 -0.080 -0.222
-0.182 -0.795 -0.096
-0.004 -0.034 -0.031
0.212 -0.092 0.073
-0.119 -0.262 0.078
-0.203 0.101 -0.020
0.309 -0.323 -0.151
-0.013 0.012 0.124
0.007 0.012 -0.018
-0.038 -0.016 -0.081
0.055 0.141 0.066
0.073 0.072 0.011
0.033 -0.004 -0.105
0.016 -0.094 -0.037
-0.027 -0.015 -0.070
0.042 0.083 -0.017
0.050 0.158 -0.048
-0.089 0.107 -0.027
-0.117 -0.058 0.071
0.059 0.331 -0.278
0.074 0.022 -0.080
0.043 0.005 -0.019
0.073 0.018 0.045
0.016 -0.006 0.106
0.003 -0.099 0.120
0.038 0.011 0.010
-0.026 0.045 -0.004
-0.052 0.067 0.080
-0.018 -0.006 0.066
0.043 0.544 0.030

Calculated values
2S+1: 5
total charge: +3
expectation value of S²: 6.02
E_HOMO (spin up / spin down): -17.015 / -17.006 eV
orbital gap (spin up / spin down): 8.01 / 5.24 eV
energy relative to the best compared isomer or geometry (same formula, charge and spin): 108.4 kJ/mol
molar mass: 765.81 u



The following is a DFT calculation (ωB97M-V/def2-TZVPD) of C9H13INO as an isolated structure.

Each line ends with the natural charge from an NBO analysis.
Element x y z (Å)
C -0.067324 3.106500 0.401075  -0.108
C -0.849793 2.617066 -0.674713  -0.220
C 0.621473 2.249681 1.178089  -0.209
C -0.871622 1.274392 -0.993856  0.034
C 0.317432 0.914927 1.016657  0.090
C -1.082209 -1.343659 -1.361192  -0.716
C -0.482911 -1.809035 1.097376  -0.095
C 1.675978 -1.317058 -0.818419  -0.616
C -0.244983 -0.943006 -0.236689  0.207
N -0.255115 0.424314 -0.111185  -0.356
O 0.271819 -1.424932 2.289181  -0.713
I 3.058916 0.036922 -0.146030  0.262
H 0.059584 4.158278 0.561913  0.245
H -1.322476 3.319065 -1.355993  0.255
H 1.224277 2.488708 1.986498  0.245
H -1.479797 0.855242 -1.863100  0.270
H 0.700663 0.246022 1.832169  0.302
H -0.470252 -1.274738 -2.316399  0.251
H -2.147331 -1.037158 -1.382153  0.252
H -1.248815 -2.430357 -1.223010  0.253
H -1.611716 -1.670548 1.248122  0.210
H -0.253813 -2.853581 0.853238  0.211
H 1.805050 -2.309485 -0.321594  0.222
H 1.563024 -1.330988 -1.947635  0.234
H 1.089932 -1.946583 2.287654  0.491

Cartesian forces, eV/Å:
-0.356 0.805 -1.453
0.531 0.093 -0.478
-1.922 -1.304 -0.491
-0.740 0.524 -0.251
1.973 -0.164 0.467
-0.275 -3.286 -1.574
-0.580 1.310 -0.450
-3.510 -0.905 0.045
3.446 -2.407 0.363
-0.575 2.458 2.274
-0.809 -1.156 -1.226
0.426 0.133 -0.040
-0.246 0.468 -0.144
-0.090 -0.164 0.241
0.948 0.778 1.318
1.360 0.711 1.476
-0.782 0.353 -1.632
-1.496 0.296 0.826
0.809 0.598 -0.136
0.337 0.169 -0.356
1.592 -0.386 0.467
-0.291 0.307 -0.074
0.133 0.815 -0.864
0.397 -0.122 1.580
-0.280 0.074 0.113

Calculated values
total charge: +1
E_HOMO: -12.649 eV
orbital gap: 8.52 eV
energy relative to the best compared isomer or geometry (same formula, charge and spin): 126.0 kJ/mol
molar mass: 278.11 u



The records above give, respectively, max |F| values of 2.9 1.9 1.6 4.2 eV/Å.